One molecule with the formula C5H4N2 in a non-equilibrium geometry, computed with ωB97M-V/def2-TZVPD.

**HOMO-LUMO gap (spin up / spin down)**: 8.341 / 7.319 eV
**Total charge**: 0
**Strongest force on any atom**: 1.39 eV/Å
**Energy relative to the best compared isomer or geometry (same formula, charge and spin)**: 512.6 kJ/mol
**Total energy**: -302.233059 Ha

Structure (XYZ):
```
11
C5H4N2 | the OMol25 dataset | ωB97M-V/def2-TZVPD
C -2.4595 0.8353 -0.4538
C -1.3421 0.4828 -0.1541
C -0.0437 0.0746 0.2349
C 1.0765 0.2454 -0.6454
N 2.0141 -0.6200 -0.7699
N 0.9014 -1.6845 1.2438
C 0.0684 -0.7833 1.4253
H -3.4411 1.1714 -0.7063
H 1.0615 1.1983 -1.1906
H 2.8119 -0.2183 -1.2722
H -0.6678 -0.7242 2.2399
```